Entry 1
Here is 4 unconnected molecules or ions with the total composition C4H14NOS2 from OMol25. Energies are from the ωB97M-V functional and the def2-TZVPD basis.

Results
E_HOMO in eV: -13.5
Net charge: +1
Molar mass in g/mol: 156.3
Lowest unoccupied orbital energy in eV: -8.96

Each atom is followed by the atoms it is bonded to, with distances in Å.
Cartesian coordinates (Å):
1 N 1.423 0.947 1.837  C2 1.463, H8 1.021, H10 1.016
2 C 1.540 1.682 0.577  N1 1.463, C3 1.489, C4 1.584, H11 1.089
3 C 0.173 1.923 0.037  C2 1.489, H12 1.084, H13 1.086, H14 1.159
4 C 2.251 0.892 -0.596  C2 1.584, S5 1.791, H15 1.099, H16 1.090
5 S 1.451 -0.668 -0.963  C4 1.791
6 S -2.172 -0.143 -0.301  C7 1.816
7 C -3.460 -1.136 -1.108  S6 1.816, H17 1.089, H18 1.099, H19 1.086
8 H 1.328 -0.035 1.571  N1 1.021
9 H -0.132 0.547 -1.494  no bonds
10 H 2.279 0.966 2.384  N1 1.016
11 H 2.048 2.623 0.783  C2 1.089
12 H -0.593 1.633 0.747  C3 1.084
13 H 0.073 2.891 -0.444  C3 1.086
14 H 0.006 1.105 -0.767  C3 1.159
15 H 3.304 0.718 -0.331  C4 1.099
16 H 2.314 1.373 -1.573  C4 1.090
17 H -3.085 -1.818 -1.869  C7 1.089
18 H -3.823 -1.792 -0.304  C7 1.099
19 H -4.329 -0.537 -1.363  C7 1.086
20 H -1.212 -1.786 0.966  O22 0.970
21 H 0.263 -2.159 0.783  O22 0.958
22 O -0.410 -2.030 1.454  H20 0.970, H21 0.958

Atomic charges from the Mulliken analysis, expressed in e, are listed below:
1. N -0.568
2. C 0.381
3. C -1.022
4. C -0.783
5. S 0.065
6. S 0.209
7. C -0.763
8. H 0.228
9. H 1.014
10. H 0.300
11. H 0.440
12. H 0.533
13. H 0.337
14. H -1.191
15. H 0.433
16. H 0.386
17. H 0.333
18. H 0.338
19. H 0.334
20. H 0.291
21. H 0.283
22. O -0.579

***

Entry 2
Here is 2 unconnected molecules or ions with the total composition C4H14NOS2 from OMol25. Energies are from the ωB97M-V functional and the def2-TZVPD basis.

Results
E_HOMO in eV: -12.4
Net charge: +1
Molar mass in g/mol: 156.3
Lowest unoccupied orbital energy in eV: -3.03

Each atom is followed by the atoms it is bonded to, with distances in Å.
Cartesian coordinates (Å):
1 N -0.027 -1.234 -0.928  C2 1.502, H8 1.022, H9 1.031, H10 1.022
2 C -0.055 0.166 -1.470  N1 1.502, C3 1.516, C4 1.528, H11 1.089
3 C -0.934 0.229 -2.703  C2 1.516, H12 1.082, H13 1.098, H14 1.096
4 C -0.569 1.124 -0.396  C2 1.528, S5 1.834, H15 1.085, H16 1.094
5 S 0.748 1.279 0.871  C4 1.834, S6 1.984
6 S 0.193 0.276 2.490  S5 1.984, C7 1.880
7 C -0.465 1.586 3.667  S6 1.880, H17 1.085, H18 1.079, H19 1.076
8 H 0.058 -1.900 -1.697  N1 1.022
9 H 0.726 -1.447 -0.256  N1 1.031
10 H -0.928 -1.362 -0.464  N1 1.022
11 H 0.946 0.482 -1.761  C2 1.089
12 H -1.055 1.253 -3.031  C3 1.082
13 H -1.935 -0.195 -2.552  C3 1.098
14 H -0.585 -0.331 -3.578  C3 1.096
15 H -0.775 2.103 -0.816  C4 1.085
16 H -1.479 0.783 0.106  C4 1.094
17 H -0.995 1.057 4.452  C7 1.085
18 H -1.093 2.171 3.015  C7 1.079
19 H 0.386 2.095 4.087  C7 1.076
20 H 2.196 -3.243 0.741  O22 0.952
21 H 3.243 -2.226 0.214  O22 0.973
22 O 2.400 -2.667 0.011  H20 0.952, H21 0.973

Atomic charges from the Mulliken analysis, expressed in e, are listed below:
1. N -0.180
2. C 0.256
3. C -1.531
4. C -0.930
5. S -0.059
6. S -0.047
7. C -0.780
8. H 0.369
9. H 0.265
10. H 0.427
11. H 0.264
12. H 0.396
13. H 0.398
14. H 0.414
15. H 0.415
16. H 0.450
17. H 0.332
18. H 0.265
19. H 0.295
20. H 0.325
21. H 0.337
22. O -0.679

***

Entry 3
Here is 2 unconnected molecules or ions with the total composition C4H14NOS2 from OMol25. Energies are from the ωB97M-V functional and the def2-TZVPD basis.

Results
E_HOMO in eV: -12.3
Net charge: +1
Molar mass in g/mol: 156.3
Lowest unoccupied orbital energy in eV: -3.26

Each atom is followed by the atoms it is bonded to, with distances in Å.
Cartesian coordinates (Å):
1 N -0.534 1.769 1.641  C2 1.505, H8 1.020, H9 1.025, H10 1.020
2 C 0.256 2.446 0.553  N1 1.505, C3 1.528, H11 1.082, H12 1.082
3 C 0.873 1.379 -0.352  C2 1.528, S4 1.819, H13 1.090, H14 1.085
4 S -0.416 0.251 -0.960  C3 1.819, S5 2.027
5 S 0.026 -1.584 -0.222  S4 2.027, C6 1.817
6 C 0.479 -2.467 -1.745  S5 1.817, C7 1.527, H15 1.084, H16 1.086
7 C 1.593 -1.851 -2.588  C6 1.527, H17 1.082, H18 1.083, H19 1.094
8 H -0.811 2.444 2.354  N1 1.020
9 H -1.415 1.361 1.316  N1 1.025
10 H 0.040 1.003 1.993  N1 1.020
11 H 1.030 3.022 1.043  C2 1.082
12 H -0.413 3.054 -0.042  C2 1.082
13 H 1.587 0.797 0.232  C3 1.090
14 H 1.320 1.849 -1.221  C3 1.085
15 H 0.684 -3.480 -1.419  C6 1.084
16 H -0.426 -2.593 -2.332  C6 1.086
17 H 1.275 -1.584 -3.586  C7 1.082
18 H 2.421 -2.548 -2.605  C7 1.083
19 H 1.936 -0.910 -2.146  C7 1.094
20 H -2.919 -1.178 2.725  O22 0.977
21 H -3.624 -0.740 3.997  O22 0.965
22 O -2.963 -0.439 3.363  H20 0.977, H21 0.965

Atomic charges from the Mulliken analysis, expressed in e, are listed below:
1. N -0.267
2. C -0.723
3. C -0.705
4. S -0.086
5. S -0.054
6. C -0.524
7. C -0.850
8. H 0.374
9. H 0.325
10. H 0.325
11. H 0.379
12. H 0.377
13. H 0.465
14. H 0.429
15. H 0.380
16. H 0.348
17. H 0.281
18. H 0.295
19. H 0.222
20. H 0.321
21. H 0.324
22. O -0.636

***

It is entry 2 that is the most stable of them.

***

Entry 1
Here is C20H27N3O4S in the gas phase from OMol25. Energies are from the ωB97M-V functional and the def2-TZVPD basis.

Results
E_HOMO in eV: -8.8
Molar mass in g/mol: 405.5
Lowest unoccupied orbital energy in eV: 0.61

Each atom is followed by the atoms it is bonded to, with distances in Å.
Cartesian coordinates (Å):
1 C -4.581 -1.199 -3.166  C2 1.197, H29 1.049
2 C -4.452 -1.242 -1.977  C1 1.197, C3 1.455
3 C -4.351 -1.247 -0.526  C2 1.455, N4 1.448, H30 1.098, H31 1.094
4 N -5.063 -0.130 0.062  C3 1.448, C5 1.453, C8 1.356
5 C -6.507 -0.276 0.129  N4 1.453, C6 1.498, H32 1.095, H33 1.095
6 C -6.908 -1.332 1.114  C5 1.498, C7 1.320, H34 1.082
7 C -7.656 -2.378 0.816  C6 1.320, H35 1.077, H36 1.078
8 C -4.479 0.981 0.574  N4 1.356, O9 1.218, C10 1.494
9 O -5.123 1.837 1.155  C8 1.218
10 C -3.002 1.117 0.392  C8 1.494, C11 1.388, C28 1.392
11 C -2.423 1.153 -0.869  C10 1.388, C12 1.384, H37 1.080
12 C -1.064 1.367 -1.023  C11 1.384, C13 1.392, H38 1.079
13 C -0.256 1.550 0.096  C12 1.392, O14 1.359, C27 1.398
14 O 1.084 1.774 0.084  C13 1.359, C15 1.418
15 C 1.797 1.812 -1.141  O14 1.418, C16 1.533, C26 1.536, H39 1.100
16 C 3.126 2.523 -0.860  C15 1.533, C17 1.528, H40 1.090, H41 1.089
17 C 3.979 1.681 0.088  C16 1.528, N18 1.441, H42 1.090, H43 1.099
18 N 4.180 0.380 -0.498  C17 1.441, S19 1.639, C25 1.440
19 S 5.567 -0.468 -0.293  N18 1.639, O20 1.428, O21 1.431, N22 1.695
20 O 5.672 -1.375 -1.392  S19 1.428
21 O 6.621 0.473 -0.062  S19 1.431
22 N 5.279 -1.404 1.090  S19 1.695, C23 1.448, C24 1.445
23 C 6.020 -2.647 1.096  N22 1.448, H44 1.096, H45 1.090, H46 1.086
24 C 5.452 -0.629 2.298  N22 1.445, H47 1.096, H48 1.090, H49 1.086
25 C 2.970 -0.369 -0.719  N18 1.440, C26 1.529, H50 1.089, H51 1.099
26 C 2.067 0.400 -1.683  C15 1.536, C25 1.529, H52 1.090, H53 1.091
27 C -0.843 1.528 1.364  C13 1.398, C28 1.377, H54 1.079
28 C -2.197 1.327 1.508  C10 1.392, C27 1.377, H55 1.079
29 H -4.671 -1.179 -4.211  C1 1.049
30 H -4.793 -2.177 -0.144  C3 1.098
31 H -3.298 -1.211 -0.232  C3 1.094
32 H -6.889 -0.511 -0.870  C5 1.095
33 H -6.898 0.694 0.452  C5 1.095
34 H -6.529 -1.185 2.116  C6 1.082
35 H -7.932 -3.112 1.553  C7 1.077
36 H -8.038 -2.534 -0.180  C7 1.078
37 H -3.037 1.021 -1.748  C11 1.080
38 H -0.655 1.394 -2.020  C12 1.079
39 H 1.231 2.397 -1.880  C15 1.100
40 H 2.929 3.495 -0.407  C16 1.090
41 H 3.655 2.665 -1.801  C16 1.089
42 H 4.964 2.123 0.233  C17 1.090
43 H 3.457 1.604 1.052  C17 1.099
44 H 7.077 -2.494 1.340  C23 1.096
45 H 5.574 -3.322 1.827  C23 1.090
46 H 5.943 -3.078 0.102  C23 1.086
47 H 6.488 -0.293 2.418  C24 1.096
48 H 5.165 -1.239 3.154  C24 1.090
49 H 4.808 0.243 2.247  C24 1.086
50 H 3.266 -1.328 -1.143  C25 1.089
51 H 2.442 -0.539 0.230  C25 1.099
52 H 2.561 0.487 -2.650  C26 1.090
53 H 1.130 -0.144 -1.810  C26 1.091
54 H -0.209 1.685 2.223  C27 1.079
55 H -2.647 1.331 2.490  C28 1.079

Atomic charges from the Mulliken analysis, expressed in e, are listed below:
1. C 0.039
2. C -0.169
3. C -1.256
4. N 0.254
5. C -0.870
6. C -0.108
7. C -0.722
8. C 0.412
9. O -0.666
10. C -0.175
11. C -0.588
12. C 0.079
13. C 0.754
14. O -0.310
15. C 0.014
16. C -1.287
17. C -0.669
18. N 0.060
19. S 1.264
20. O -0.728
21. O -0.728
22. N -0.027
23. C -1.019
24. C -0.823
25. C -0.746
26. C -0.727
27. C -0.840
28. C -0.744
29. H 0.433
30. H 0.432
31. H 0.425
32. H 0.374
33. H 0.370
34. H 0.309
35. H 0.275
36. H 0.260
37. H 0.532
38. H 0.410
39. H 0.382
40. H 0.449
41. H 0.398
42. H 0.485
43. H 0.300
44. H 0.345
45. H 0.333
46. H 0.368
47. H 0.333
48. H 0.372
49. H 0.184
50. H 0.567
51. H 0.232
52. H 0.441
53. H 0.455
54. H 0.421
55. H 0.439

***

Entry 2
Here is C20H27N3O4S in the gas phase from OMol25. Energies are from the ωB97M-V functional and the def2-TZVPD basis.

Results
E_HOMO in eV: -8.4
Molar mass in g/mol: 405.5
Lowest unoccupied orbital energy in eV: 0.57

Each atom is followed by the atoms it is bonded to, with distances in Å.
Cartesian coordinates (Å):
1 C 1.387 -4.237 1.337  O2 1.410, H29 1.096, H30 1.088, H31 1.096
2 O 0.388 -3.249 1.232  C1 1.410, C3 1.410
3 C 0.332 -2.361 2.326  O2 1.410, C4 1.541, H32 1.098, H33 1.092
4 C 1.324 -1.187 2.224  C3 1.541, N5 1.449, H34 1.092, H35 1.091
5 N 0.873 -0.133 1.339  C4 1.449, C6 1.456, C16 1.348
6 C 0.016 0.887 1.926  N5 1.456, C7 1.538, H36 1.091, H37 1.093
7 C -1.454 0.432 1.950  C6 1.538, O8 1.215, N9 1.339
8 O -2.007 0.085 2.975  C7 1.215
9 N -2.019 0.441 0.737  C7 1.339, C10 1.448, H38 1.014
10 C -3.338 -0.089 0.462  N9 1.448, C11 1.531, C15 1.529, H39 1.095
11 C -3.230 -1.349 -0.400  C10 1.531, C12 1.525, H40 1.092, H41 1.093
12 C -4.617 -1.909 -0.700  C11 1.525, C13 1.526, H42 1.092, H43 1.092
13 C -5.476 -0.860 -1.399  C12 1.526, C14 1.526, H44 1.092, H45 1.092
14 C -5.584 0.397 -0.542  C13 1.526, C15 1.526, H46 1.092, H47 1.092
15 C -4.198 0.961 -0.242  C10 1.529, C14 1.526, H48 1.092, H49 1.093
16 C 1.002 -0.131 -0.003  N5 1.348, O17 1.222, C18 1.517
17 O 0.427 0.688 -0.705  C16 1.222
18 C 1.885 -1.180 -0.654  C16 1.517, S19 1.829, H50 1.090, H51 1.088
19 S 3.638 -1.112 -0.137  C18 1.829, C20 1.728
20 C 4.061 0.471 -0.686  S19 1.728, N21 1.290, O28 1.353
21 N 5.143 1.094 -0.362  C20 1.290, C22 1.378
22 C 5.065 2.289 -1.042  N21 1.378, C23 1.387, C27 1.410
23 C 5.925 3.377 -1.097  C22 1.387, C24 1.381, H52 1.077
24 C 5.539 4.444 -1.885  C23 1.381, C25 1.394, H53 1.080
25 C 4.340 4.441 -2.596  C24 1.394, C26 1.384, H54 1.079
26 C 3.469 3.367 -2.554  C25 1.384, C27 1.379, H55 1.078
27 C 3.857 2.300 -1.770  C22 1.410, C26 1.379, O28 1.362
28 O 3.227 1.116 -1.533  C20 1.353, C27 1.362
29 H 1.248 -4.837 2.243  C1 1.096
30 H 1.278 -4.877 0.463  C1 1.088
31 H 2.396 -3.809 1.347  C1 1.096
32 H 0.524 -2.905 3.260  C3 1.098
33 H -0.690 -1.977 2.355  C3 1.092
34 H 1.442 -0.752 3.219  C4 1.092
35 H 2.299 -1.554 1.898  C4 1.091
36 H 0.343 1.083 2.947  C6 1.091
37 H 0.107 1.795 1.325  C6 1.093
38 H -1.450 0.711 -0.058  N9 1.014
39 H -3.779 -0.339 1.433  C10 1.095
40 H -2.623 -2.096 0.117  C11 1.092
41 H -2.725 -1.095 -1.335  C11 1.093
42 H -4.527 -2.798 -1.327  C12 1.092
43 H -5.096 -2.205 0.235  C12 1.092
44 H -6.472 -1.264 -1.592  C13 1.092
45 H -5.026 -0.605 -2.361  C13 1.092
46 H -6.184 1.150 -1.056  C14 1.092
47 H -6.084 0.153 0.398  C14 1.092
48 H -4.279 1.848 0.389  C15 1.092
49 H -3.709 1.252 -1.175  C15 1.093
50 H 1.844 -1.030 -1.732  C18 1.090
51 H 1.534 -2.179 -0.405  C18 1.088
52 H 6.850 3.374 -0.545  C23 1.077
53 H 6.183 5.308 -1.953  C24 1.080
54 H 4.083 5.301 -3.196  C25 1.079
55 H 2.539 3.355 -3.097  C26 1.078

Atomic charges from the Mulliken analysis, expressed in e, are listed below:
1. C -0.759
2. O -0.323
3. C -0.467
4. C -0.830
5. N 0.185
6. C -1.166
7. C 0.562
8. O -0.672
9. N 0.116
10. C -0.306
11. C -0.433
12. C -0.823
13. C -0.645
14. C -0.683
15. C -0.756
16. C 0.854
17. O -0.849
18. C -0.964
19. S -0.259
20. C 0.676
21. N -0.682
22. C 0.696
23. C -0.761
24. C -0.408
25. C -0.470
26. C -0.884
27. C 0.476
28. O -0.142
29. H 0.359
30. H 0.251
31. H 0.308
32. H 0.411
33. H 0.219
34. H 0.404
35. H 0.322
36. H 0.533
37. H 0.407
38. H 0.337
39. H 0.390
40. H 0.208
41. H 0.302
42. H 0.349
43. H 0.346
44. H 0.331
45. H 0.313
46. H 0.349
47. H 0.339
48. H 0.350
49. H 0.287
50. H 0.535
51. H 0.435
52. H 0.430
53. H 0.379
54. H 0.380
55. H 0.445

***

It is entry 2 that is the most stable of them.

***

Entry 1
Here is a gas-phase ion, C3H5N3 (charge +2) from OMol25. Energies are from the ωB97M-V functional and the def2-TZVPD basis.

Results
E_HOMO (alpha / beta) in eV: -21.7 / -21.5
Net charge: +2
Molar mass in g/mol: 83.1
Lowest unoccupied orbital energy (alpha / beta) in eV: -12.84 / -13.43

Each atom is followed by the atoms it is bonded to, with distances in Å.
Cartesian coordinates (Å):
1 C 1.365 -0.173 -0.093  C3 1.451, N4 1.253, H7 1.077
2 C 0.281 0.377 -2.050  N4 1.419, N5 1.204, H8 1.193
3 C 0.238 0.039 0.795  C1 1.451, N6 1.221
4 N 1.430 -0.055 -1.339  C1 1.253, C2 1.419
5 N -0.717 0.663 -1.440  C2 1.204, H9 1.042
6 N -0.234 -0.415 1.826  C3 1.221, H10 1.057, H11 1.082
7 H 2.345 -0.373 0.308  C1 1.077
8 H 0.358 0.149 -3.218  C2 1.193
9 H -1.716 0.904 -1.608  N5 1.042
10 H 0.357 -0.751 2.636  N6 1.057
11 H -1.276 -0.144 1.940  N6 1.082

Atomic charges from the Mulliken analysis, expressed in e, are listed below:
1. C -0.015
2. C 0.200
3. C 0.267
4. N -0.177
5. N -0.188
6. N -0.094
7. H 0.490
8. H 0.398
9. H 0.338
10. H 0.379
11. H 0.403

***

Entry 2
Here is a gas-phase ion, C3H5N3 (charge +2) from OMol25. Energies are from the ωB97M-V functional and the def2-TZVPD basis.

Results
E_HOMO in eV: -20.8
Net charge: +2
Molar mass in g/mol: 83.1
Lowest unoccupied orbital energy in eV: -15.21

Each atom is followed by the atoms it is bonded to, with distances in Å.
Cartesian coordinates (Å):
1 C 2.098 0.134 0.026  N2 1.805, H7 1.025, H8 1.116
2 N 0.294 0.081 0.037  C1 1.805, C3 1.369, C6 1.331
3 C -0.536 1.167 -0.026  N2 1.369, N4 1.300, H9 1.146
4 N -1.751 0.725 0.116  C3 1.300, N5 1.304
5 N -1.737 -0.571 -0.020  N4 1.304, C6 1.315, H10 1.053
6 C -0.493 -0.975 -0.158  N2 1.331, N5 1.315, H11 1.193
7 H 2.607 0.255 0.908  C1 1.025
8 H 2.649 -0.015 -0.933  C1 1.116
9 H -0.422 2.304 0.070  C3 1.146
10 H -2.661 -1.026 0.199  N5 1.053
11 H -0.046 -2.079 -0.217  C6 1.193

Atomic charges from the Mulliken analysis, expressed in e, are listed below:
1. C 0.277
2. N -0.017
3. C -0.027
4. N -0.373
5. N 0.258
6. C 0.061
7. H 0.339
8. H 0.348
9. H 0.411
10. H 0.336
11. H 0.387

***

It is entry 1 that is the most stable of them.